1.
Molecular formula: C34H37AsIrN2P2
Method: DFT, wB97M-V/def2-TZVPD

Output
charge = +3
frontier orbital gap (alpha / beta) = 6.0889 / 5.1845 eV
highest occupied orbital energy (alpha / beta) = -14.484 / -16.743 eV
E = -121069.345 eV
<S²> = 6.05
2S+1 = 5

Geometry as XYZ:
```
77
C34H37AsIrN2P2 | OMol25 | wB97M-V/def2-TZVPD
Ir 1.14 0.12 -0.11
C 1.55 -3.69 0.37
P 2.33 -2.06 0.20
C 3.76 -2.39 -0.88
C 3.11 -1.82 1.86
C 3.86 -0.49 1.94
P 2.78 0.96 1.57
C 2.37 1.63 3.21
C 3.93 2.18 0.84
H 2.31 -4.44 0.58
H 1.03 -3.97 -0.55
H 0.82 -3.68 1.18
H 4.44 -3.09 -0.39
H 4.31 -1.47 -1.11
H 3.42 -2.84 -1.81
H 3.79 -2.66 2.04
H 2.32 -1.87 2.61
H 4.69 -0.48 1.22
H 4.30 -0.36 2.93
H 3.29 1.91 3.72
H 1.86 0.86 3.80
H 1.72 2.50 3.13
H 4.81 2.26 1.47
H 3.45 3.15 0.76
H 4.23 1.85 -0.15
C -0.90 4.28 0.53
C -0.48 5.01 -0.57
C 0.36 4.41 -1.50
C 0.76 3.09 -1.31
N 0.33 2.39 -0.25
C -0.46 2.97 0.65
C 1.65 2.38 -2.25
C 2.33 3.02 -3.27
C 3.12 2.29 -4.14
C 3.21 0.92 -3.97
C 2.53 0.34 -2.92
N 1.78 1.05 -2.06
H -1.54 4.71 1.29
H -0.80 6.03 -0.70
H 0.68 4.97 -2.36
H -0.74 2.36 1.50
H 2.24 4.09 -3.40
H 3.66 2.79 -4.94
H 3.80 0.31 -4.64
H 2.59 -0.72 -2.75
C -2.04 -4.77 2.29
C -1.51 -3.70 3.00
C -1.30 -2.49 2.38
C -1.62 -2.34 1.03
C -2.15 -3.40 0.31
C -2.35 -4.62 0.94
As -1.35 -0.58 0.24
C -2.88 0.34 1.03
C -3.01 0.79 2.31
C -4.24 1.34 2.72
C -5.31 1.44 1.83
C -5.19 1.00 0.54
C -3.97 0.43 0.11
C -3.72 -0.11 -1.19
C -4.64 -0.13 -2.26
C -4.27 -0.68 -3.46
C -2.99 -1.21 -3.64
C -2.05 -1.19 -2.59
C -2.41 -0.66 -1.38
H -2.20 -5.72 2.77
H -1.27 -3.82 4.05
H -0.87 -1.66 2.93
H -2.39 -3.30 -0.74
H -2.76 -5.45 0.38
H -2.20 0.71 3.02
H -4.35 1.69 3.74
H -6.25 1.87 2.16
H -6.03 1.07 -0.14
H -5.64 0.27 -2.13
H -4.98 -0.70 -4.28
H -2.71 -1.63 -4.59
H -1.06 -1.60 -2.74
```

2.
Molecular formula: C34H37BF6O4
Method: DFT, wB97M-V/def2-TZVPD

Output
energy above the lowest of the compared OMol25 structures with the same formula, charge and spin = 0.558 eV
frontier orbital gap = 3.1094 eV
highest occupied orbital energy = -6.408 eV
E = -61028.759 eV
2S+1 = 1

Geometry as XYZ:
```
82
C34H37BF6O4 | OMol25 | wB97M-V/def2-TZVPD
C -1.06 5.45 2.31
C -1.61 4.04 2.36
C -2.76 4.01 3.37
O -2.07 3.66 1.08
B -1.94 2.22 1.03
C -3.44 1.56 1.21
C -4.56 2.22 0.72
C -5.82 1.65 0.87
C -7.03 2.34 0.30
F -7.94 2.65 1.28
F -6.72 3.50 -0.34
F -7.68 1.54 -0.60
C -5.99 0.44 1.54
C -4.87 -0.18 2.04
C -4.98 -1.50 2.77
F -4.21 -2.46 2.16
F -4.52 -1.39 4.06
F -6.25 -1.97 2.83
C -3.59 0.37 1.90
C -1.42 1.75 -0.51
C -1.22 0.30 -0.70
C -0.29 -0.41 -0.01
O -1.08 1.75 2.09
C -0.51 2.90 2.68
C 0.82 3.19 2.01
C -0.27 2.64 4.16
H -0.62 5.72 3.28
H -0.31 5.57 1.52
H -1.88 6.15 2.11
H -2.44 4.39 4.34
H -3.57 4.66 3.00
H -3.18 3.00 3.50
H -4.46 3.17 0.21
H -6.98 0.00 1.65
H -2.73 -0.15 2.31
H -2.21 2.11 -1.19
H -0.50 2.32 -0.70
H -1.84 -0.20 -1.44
H -0.17 -1.49 -0.14
H 0.29 0.10 0.75
H 1.33 4.03 2.52
H 1.47 2.31 2.09
H 0.70 3.44 0.95
H 0.11 3.54 4.64
H -1.19 2.32 4.67
H 0.48 1.85 4.27
C 7.98 -6.26 0.50
O 6.70 -6.54 1.10
C 5.63 -5.80 0.69
C 4.36 -6.16 1.23
C 3.23 -5.52 0.80
C 3.28 -4.48 -0.18
C 2.09 -3.88 -0.68
C 2.09 -2.75 -1.51
C 1.04 -2.40 -2.35
C 1.15 -1.40 -3.37
C 0.35 -1.45 -4.55
C 0.48 -0.51 -5.54
C 1.43 0.54 -5.40
O 1.49 1.45 -6.41
C 2.43 2.54 -6.31
C 2.25 0.60 -4.24
C 2.10 -0.36 -3.26
C 4.56 -4.10 -0.66
C 5.72 -4.73 -0.24
H 8.65 -6.99 0.98
H 7.96 -6.42 -0.58
H 8.31 -5.24 0.73
H 4.33 -6.96 1.97
H 2.25 -5.82 1.19
H 1.13 -4.33 -0.41
H 2.97 -2.11 -1.49
H 0.17 -3.07 -2.39
H -0.37 -2.26 -4.67
H -0.11 -0.53 -6.45
H 2.26 3.12 -7.22
H 2.23 3.15 -5.42
H 3.46 2.17 -6.29
H 2.98 1.40 -4.13
H 2.73 -0.30 -2.37
H 4.64 -3.32 -1.41
H 6.69 -4.43 -0.63
```

3.
Molecular formula: C34H37BaIN5O3P2S
Method: DFT, wB97M-V/def2-TZVPD

Output
charge = +1
energy above the lowest of the compared OMol25 structures with the same formula, charge and spin = 0.293 eV
frontier orbital gap = 8.3316 eV
highest occupied orbital energy = -10.225 eV
E = -87660.408 eV
2S+1 = 1

Geometry as XYZ:
```
84
C34H37BaIN5O3P2S | OMol25 | wB97M-V/def2-TZVPD
Ba 0.18 -0.36 0.82
O 0.16 2.46 0.58
P 1.20 3.15 1.41
C 2.68 2.10 1.66
P 3.47 1.30 0.21
O 2.77 0.02 -0.13
C 5.17 1.03 0.72
C 5.92 1.97 1.42
C 7.24 1.70 1.75
C 7.81 0.49 1.39
C 7.07 -0.45 0.70
C 5.75 -0.19 0.36
C 3.45 2.44 -1.17
C 2.50 2.22 -2.16
C 2.46 3.04 -3.28
C 3.37 4.08 -3.40
C 4.31 4.31 -2.41
C 4.36 3.49 -1.29
C 0.63 3.49 3.08
C 0.25 2.40 3.87
C -0.28 2.60 5.13
C -0.43 3.90 5.62
C -0.07 4.98 4.83
C 0.46 4.78 3.56
C 1.79 4.67 0.68
C 2.78 5.44 1.30
C 3.18 6.64 0.73
C 2.59 7.07 -0.46
C 1.60 6.31 -1.06
C 1.20 5.11 -0.50
H 2.47 1.31 2.38
H 3.41 2.73 2.17
H 5.49 2.92 1.72
H 7.82 2.43 2.30
H 8.84 0.28 1.65
H 7.52 -1.40 0.42
H 5.16 -0.92 -0.17
H 1.81 1.38 -2.07
H 1.73 2.86 -4.05
H 3.34 4.72 -4.27
H 5.02 5.12 -2.51
H 5.13 3.65 -0.55
H 0.35 1.38 3.51
H -0.57 1.75 5.73
H -0.85 4.06 6.60
H -0.20 5.99 5.21
H 0.72 5.64 2.96
H 3.23 5.12 2.23
H 3.94 7.24 1.20
H 2.90 8.01 -0.90
H 1.14 6.65 -1.98
H 0.43 4.50 -0.96
I -2.19 -1.44 -1.19
N 0.99 -3.04 0.98
C 0.59 -3.82 0.21
N 0.14 -4.69 -0.65
C -1.18 -5.32 -0.40
C -1.24 -6.61 -1.19
O -1.00 -6.37 -2.56
C 0.30 -5.84 -2.77
C 0.45 -4.50 -2.08
H -1.96 -4.63 -0.72
H -1.28 -5.51 0.67
H -2.23 -7.05 -1.11
H -0.50 -7.32 -0.79
H 0.41 -5.72 -3.85
H 1.06 -6.54 -2.41
H -0.25 -3.76 -2.50
H 1.47 -4.12 -2.17
C -0.02 -4.68 4.21
C -0.06 -3.22 4.66
C -1.05 -2.40 3.89
N -0.77 -1.28 3.31
N -1.85 -0.71 2.66
C -2.92 -1.45 2.72
N -4.09 -1.13 2.12
S -2.70 -2.89 3.67
H 0.72 -5.23 4.80
H 0.27 -4.75 3.16
H -0.98 -5.17 4.35
H 0.91 -2.74 4.52
H -0.31 -3.16 5.72
H -3.99 -0.51 1.33
H -4.76 -1.87 1.97
```